(1)
DFT (ωB97M-V with the def2-TZVPD basis set) results for C42H46Cl12N7O2V as an isolated structure in a non-equilibrium geometry.

```
110
Properties=species:S:1:pos:R:3:forces:R:3
O 0.285 -4.132 -1.045 -0.248 -0.957 -0.008
V -1.135 -3.401 -0.952 2.259 1.755 0.457
C -0.247 0.836 0.354 -1.181 -0.613 0.994
C 0.217 -0.022 -0.801 -1.338 -1.195 -0.543
C 1.710 0.207 -0.873 0.389 -0.029 -1.202
O -0.209 -1.383 -0.795 0.093 0.658 0.690
H -0.074 1.908 0.268 0.668 -0.054 -0.083
H 0.183 0.390 1.251 0.253 0.413 0.245
H -1.321 0.794 0.534 -0.402 -0.360 -0.243
H -0.264 0.370 -1.697 0.227 0.775 -0.617
H 1.926 1.274 -0.915 -0.101 0.229 0.276
H 2.088 -0.154 -1.829 0.162 -0.466 0.090
H 2.288 -0.223 -0.055 -0.141 -0.184 0.052
N -1.077 -3.396 1.351 -0.348 -0.105 0.859
C -1.258 -2.293 2.076 -0.530 0.553 0.168
C -1.304 -2.242 3.480 0.443 0.457 -1.868
C -1.091 -3.399 4.176 -0.752 -1.266 0.534
C -0.966 -4.620 3.484 0.839 1.855 -1.370
C -0.907 -4.506 2.074 -0.228 -1.344 0.702
H -1.448 -1.399 1.502 0.184 0.134 -0.119
H -1.447 -1.255 3.893 -0.010 -0.161 0.473
H -1.179 -3.375 5.253 0.293 -0.100 0.183
H -0.722 -5.560 3.957 -0.292 0.000 0.049
H -0.770 -5.405 1.491 0.164 -0.118 -0.099
N 1.136 0.111 5.097 1.797 -1.320 -0.077
C 2.216 -0.625 4.654 -1.570 1.778 -0.106
C 2.839 -0.319 3.448 -0.105 0.374 0.913
C 2.433 0.849 2.807 0.526 -0.267 -0.310
C 1.380 1.609 3.277 1.271 0.560 -0.731
C 0.772 1.200 4.420 -1.312 -1.604 0.974
H 2.577 -1.404 5.310 -0.191 -0.236 -0.042
H 3.676 -0.920 3.125 -0.005 0.073 -0.246
H 2.970 1.197 1.937 0.000 -0.073 -0.223
H 1.175 2.545 2.778 -0.414 -0.041 0.035
H -0.172 1.566 4.795 0.035 0.850 -0.005
N -3.229 -2.463 -0.658 -3.452 0.961 0.941
C -4.281 -3.015 0.102 0.812 1.275 -0.345
C -5.469 -2.349 0.398 0.733 1.259 -0.898
C -5.630 -1.026 -0.080 0.252 -0.613 -0.021
C -4.619 -0.402 -0.798 -0.114 -1.644 0.571
C -3.482 -1.184 -1.090 0.558 -0.342 0.596
H -4.139 -3.959 0.608 0.481 -0.298 -0.448
H -6.247 -2.756 1.027 0.159 -0.375 -0.052
H -6.544 -0.480 0.103 -0.093 -0.007 0.250
H -4.751 0.643 -1.035 0.428 -0.078 -0.443
H -2.659 -0.716 -1.609 0.228 -0.138 -0.162
N 4.061 -5.166 1.706 0.316 -0.784 -0.682
C 3.280 -4.731 2.700 0.524 1.748 -2.144
C 2.491 -3.587 2.474 0.071 -0.800 1.405
C 2.551 -2.845 1.309 0.004 -1.019 0.183
C 3.345 -3.351 0.288 0.331 -0.934 -0.082
C 4.052 -4.568 0.493 -1.543 1.388 1.477
H 3.390 -5.193 3.670 -0.261 -0.237 0.005
H 1.831 -3.334 3.290 -0.197 0.476 -0.002
H 1.895 -1.993 1.214 0.095 0.108 -0.335
H 3.342 -2.878 -0.683 0.066 0.033 -0.096
H 4.521 -5.058 -0.346 0.398 -0.079 0.176
N -2.910 2.551 4.499 -1.518 1.174 -0.455
C -2.607 2.633 3.188 0.581 0.259 0.998
C -2.984 3.671 2.359 -0.808 0.175 0.382
C -3.842 4.662 2.863 0.778 -0.210 -0.067
C -4.214 4.630 4.207 0.435 -1.523 -0.598
C -3.759 3.518 4.950 0.444 -0.033 -0.543
H -1.940 1.865 2.824 0.084 -0.185 -0.147
H -2.638 3.661 1.336 -0.106 0.186 -0.050
H -4.153 5.451 2.194 -0.130 0.165 0.071
H -4.902 5.353 4.620 0.076 -0.009 0.132
H -4.131 3.396 5.957 0.260 -0.029 0.262
N 3.492 5.210 -0.700 -0.581 -0.775 0.166
C 3.365 4.435 -1.820 -0.314 0.921 1.707
C 3.808 3.150 -1.857 0.701 -1.741 1.107
C 4.389 2.615 -0.695 0.421 0.268 0.713
C 4.549 3.385 0.459 -0.526 0.011 -0.988
C 4.002 4.655 0.429 0.675 0.836 -1.823
H 2.765 4.794 -2.642 0.285 0.605 -0.124
H 3.701 2.490 -2.705 -0.107 0.211 -0.155
H 4.737 1.598 -0.593 0.036 -0.218 -0.627
H 5.115 3.067 1.322 -0.240 -0.332 0.088
H 4.159 5.302 1.280 -0.372 0.278 0.067
N -1.325 -3.405 -3.164 -0.958 0.723 -2.208
C -2.443 -3.726 -3.891 0.303 0.846 0.777
C -2.637 -3.469 -5.255 -0.105 -0.972 0.284
C -1.629 -2.902 -5.991 1.643 1.154 0.939
C -0.512 -2.459 -5.275 -0.099 -1.112 1.160
C -0.379 -2.770 -3.887 -0.107 0.158 -1.176
H -3.234 -4.074 -3.243 -0.252 -0.435 -0.344
H -3.501 -3.808 -5.808 -0.380 -0.072 0.494
H -1.621 -2.709 -7.054 -0.511 -0.188 -0.087
H 0.308 -1.986 -5.797 0.050 0.131 0.120
H 0.542 -2.505 -3.388 -0.097 0.026 0.395
C -0.058 6.038 0.151 0.651 -0.554 -0.439
Cl -1.401 6.911 0.835 -0.187 -0.122 0.314
Cl -0.442 5.433 -1.470 -0.130 -0.077 -0.040
Cl 0.507 4.631 1.167 -0.429 1.243 -0.522
H 0.733 6.761 -0.053 0.213 -0.441 0.648
C 4.567 -1.260 -4.353 0.351 -0.201 0.225
Cl 4.615 -0.621 -2.713 -0.197 0.070 0.109
Cl 5.297 -0.079 -5.452 -0.120 -0.430 -0.134
Cl 2.921 -1.778 -4.824 0.669 0.363 0.085
H 5.217 -2.134 -4.315 -0.336 0.090 -0.367
C -3.096 2.702 -2.908 0.873 0.560 -0.996
Cl -2.657 2.729 -1.237 0.083 -0.600 0.711
Cl -4.785 2.919 -3.165 -1.190 0.211 0.059
Cl -2.578 1.267 -3.824 0.273 0.046 0.425
H -2.586 3.572 -3.321 -0.045 -0.327 -0.268
C 1.237 1.940 -4.735 -0.212 0.559 0.084
Cl 2.907 2.119 -5.222 0.180 0.196 0.075
Cl 0.325 1.341 -6.113 -0.170 -0.529 0.175
Cl 0.512 3.493 -4.251 0.171 0.134 0.130
H 1.209 1.330 -3.833 -0.244 -0.358 -0.439
```
Forces are in eV/Å.

For the frontier orbital gap (spin up / spin down), the calculation gives 0.2320 / 0.2750 Ha. Its spin multiplicity is 3. The calculation puts the calculated total energy at -8628.01140 hartree.

Mulliken atomic charge list, values in e, 99 entries:
1 O -0.8348
2 V 0.7943
3 C -0.6768
4 C 0.7073
5 C -0.1920
6 O 0.2349
7 H 0.4696
8 H -0.2738
9 H 0.0725
10 H -0.2377
11 H 0.1244
12 H -0.1736
13 H -0.0406
14 N 0.9332
15 C -0.2433
16 C -0.7553
17 C -0.4963
18 C -0.8030
19 C -0.6378
20 H 0.2731
21 H 0.5598
22 H 0.4005
23 H 0.4337
24 H 0.4334
25 N -0.6272
26 C -0.5279
27 C -0.6473
28 C 0.3128
29 C -0.0633
30 C -0.4611
31 H 0.4682
32 H 0.5097
33 H 0.4220
34 H 0.1412
35 H 0.5471
36 N 0.3670
37 C -0.5360
38 C -0.6338
39 C -0.4063
40 C -0.5079
41 C 0.0367
42 H 0.4140
43 H 0.4200
44 H 0.4008
45 H 0.1917
46 H 0.2926
47 N -0.6395
48 C -0.6411
49 C -0.3964
50 C 0.1666
51 C -0.5268
52 C -0.3823
53 H 0.3952
54 H 0.5293
55 H 0.5931
56 H 0.4835
57 H 0.3734
58 N -0.3678
59 C -0.1693
60 C -0.0964
61 C -0.5870
62 C -0.4757
63 C -0.3043
64 H 0.6770
65 H 0.1171
66 H 0.4492
67 H 0.3955
68 H 0.3694
69 N -0.5150
70 C -0.2543
71 C 0.1492
72 C -0.0775
73 C -0.4718
74 C -0.4171
75 H 0.3448
76 H 0.0827
77 H 0.3766
78 H 0.4867
79 H 0.3479
80 N 0.0109
81 C -0.1868
82 C -0.8827
83 C -0.4712
84 C -0.3320
85 C 0.4549
86 H 0.4939
87 H 0.4095
88 H 0.4216
89 H 0.2243
90 H -0.0655
91 C -0.3677
92 Cl -0.1066
93 Cl -0.0700
94 Cl -0.0259
95 H 0.4570
96 C -0.2995
97 Cl -0.0256
98 Cl -0.1114
99 Cl -0.0570

=====

(2)
DFT (ωB97M-V with the def2-TZVPD basis set) results for C42H46N6O16P2 as an isolated structure in a non-equilibrium geometry.

```
112
Properties=species:S:1:pos:R:3:forces:R:3
C 5.633 0.575 1.680 0.484 -0.398 -0.740
C 4.997 -0.089 0.400 -0.329 0.600 1.087
C 4.469 1.033 -0.551 1.202 -0.307 -0.203
C 3.924 -1.121 0.909 1.538 -0.736 -0.381
O 2.597 -0.960 0.373 -0.949 0.827 0.642
P 1.611 -0.133 1.338 -0.397 0.036 0.391
O 1.634 -0.532 2.755 0.376 0.095 0.016
O 1.961 1.452 1.170 0.878 -4.854 0.613
O 0.132 -0.375 0.702 0.981 1.238 0.042
P -1.157 0.031 1.796 -0.784 -0.702 0.796
C -2.653 -0.281 0.713 0.582 0.574 -1.296
C -1.191 1.888 1.976 0.333 -0.238 -0.456
H 6.619 0.984 1.372 -0.572 0.087 0.388
H 4.995 1.386 2.086 0.319 -0.503 -0.172
H 5.840 -0.191 2.459 -0.155 0.514 -0.365
H 5.834 -0.629 -0.087 -0.716 0.043 0.136
H 5.241 1.174 -1.341 -0.493 0.061 0.434
H 4.426 1.974 0.023 -0.443 -0.388 -0.498
H 3.533 0.804 -1.083 0.289 0.141 0.511
H 4.266 -2.129 0.589 -0.501 0.521 0.106
H 3.945 -1.148 2.018 -0.520 0.172 -0.642
H 2.218 1.805 2.036 -0.108 -0.149 -0.239
H -2.885 0.621 0.101 0.012 -0.522 0.372
H -2.435 -1.091 -0.030 -0.210 0.532 0.852
H -3.546 -0.538 1.309 0.617 0.053 -0.125
H -0.836 2.411 1.072 -0.443 -0.204 0.367
H -0.519 2.166 2.809 -0.362 -0.143 -0.349
H -2.232 2.169 2.235 0.501 -0.196 -0.157
C -1.115 -2.737 -1.986 -0.003 0.043 0.077
C -0.567 -2.997 -3.236 -0.101 -0.035 0.070
C -1.167 -3.919 -4.080 0.178 0.057 -0.179
C -2.318 -4.570 -3.661 0.178 0.289 0.248
C -2.870 -4.326 -2.414 -0.218 -0.068 0.160
C -2.262 -3.404 -1.575 0.193 0.043 -0.134
N -2.970 -5.529 -4.563 -0.104 -0.168 -0.138
O -2.448 -5.735 -5.645 -0.079 0.044 0.188
O -3.996 -6.060 -4.180 0.185 0.098 -0.060
H -0.646 -2.011 -1.331 0.021 -0.045 -0.022
H 0.328 -2.476 -3.554 -0.032 -0.016 0.001
H -0.736 -4.116 -5.051 -0.164 -0.107 0.008
H -3.765 -4.838 -2.088 0.022 -0.037 -0.167
H -2.685 -3.202 -0.600 -0.054 -0.075 -0.057
C -7.201 -3.420 4.565 -0.006 -0.010 0.010
C -7.698 -3.004 3.336 0.080 0.009 0.139
C -7.307 -1.784 2.807 -0.143 -0.026 -0.238
C -6.416 -0.994 3.514 -0.122 -0.379 0.157
C -5.918 -1.395 4.744 0.177 0.060 0.220
C -6.315 -2.614 5.269 -0.100 -0.041 -0.129
N -5.980 0.287 2.944 0.046 0.229 -0.120
O -6.450 0.618 1.870 0.094 -0.065 0.184
O -5.169 0.943 3.573 -0.109 -0.122 -0.104
H -7.503 -4.376 4.974 0.008 0.041 -0.015
H -8.389 -3.633 2.790 0.031 0.053 -0.012
H -7.698 -1.467 1.850 0.133 0.121 0.046
H -5.226 -0.774 5.296 -0.027 0.085 -0.167
H -5.931 -2.940 6.228 0.009 0.047 -0.036
C 0.270 7.894 -0.658 -0.008 0.021 -0.009
C -0.566 6.810 -0.422 0.133 0.072 -0.010
C -0.027 5.586 -0.055 -0.234 -0.121 0.028
C 1.346 5.463 0.075 -0.070 0.384 -0.192
C 2.190 6.535 -0.165 0.249 0.111 -0.008
C 1.646 7.756 -0.534 -0.154 -0.054 0.014
N 1.917 4.172 0.489 -0.191 -0.056 -0.171
O 1.155 3.242 0.677 -0.816 3.751 -0.792
O 3.128 4.108 0.627 -0.223 0.073 0.139
H -0.154 8.851 -0.940 0.017 -0.041 0.003
H -1.638 6.920 -0.520 0.038 -0.043 0.010
H -0.684 4.746 0.128 0.169 -0.056 0.039
H 3.262 6.435 -0.067 -0.075 -0.173 0.044
H 2.295 8.602 -0.722 0.006 -0.056 0.013
C -6.495 0.541 -5.278 -0.004 0.014 -0.012
C -5.493 0.650 -4.322 -0.131 -0.066 -0.073
C -5.396 -0.290 -3.308 0.237 0.111 0.115
C -6.305 -1.334 -3.265 -0.006 0.293 -0.315
C -7.313 -1.450 -4.208 -0.223 -0.150 -0.099
C -7.406 -0.505 -5.219 0.134 0.092 0.053
N -6.189 -2.345 -2.206 -0.010 -0.178 0.161
O -5.302 -2.201 -1.384 -0.120 -0.017 -0.066
O -6.981 -3.268 -2.214 0.131 0.181 0.011
H -6.565 1.274 -6.073 -0.002 -0.026 0.036
H -4.784 1.468 -4.370 -0.010 -0.047 0.037
H -4.613 -0.199 -2.567 -0.090 -0.164 0.039
H -8.024 -2.264 -4.169 0.129 -0.034 0.138
H -8.188 -0.586 -5.963 0.017 -0.031 0.047
C 3.242 0.501 7.467 0.080 0.020 0.031
C 3.348 -0.207 6.277 -0.140 0.062 0.117
C 4.595 -0.562 5.790 -0.060 -0.134 -0.248
C 5.728 -0.205 6.502 -0.370 0.113 0.157
C 5.638 0.509 7.686 0.110 0.118 0.232
C 4.386 0.863 8.169 -0.081 -0.084 -0.157
N 7.047 -0.603 5.992 0.161 -0.048 -0.098
O 7.078 -1.216 4.941 0.068 0.106 0.162
O 8.027 -0.300 6.648 -0.190 -0.044 -0.118
H 2.265 0.773 7.849 0.038 -0.008 -0.021
H 2.457 -0.487 5.729 0.082 0.011 -0.068
H 4.668 -1.113 4.863 0.136 0.018 0.063
H 6.524 0.791 8.238 0.060 -0.102 -0.148
H 4.302 1.418 9.095 0.048 -0.020 -0.032
C 6.198 -1.470 -6.626 0.018 -0.011 -0.017
C 6.625 -0.374 -5.888 -0.111 -0.106 -0.053
C 5.730 0.311 -5.080 0.195 0.167 0.094
C 4.413 -0.114 -5.019 0.268 -0.217 -0.221
C 3.973 -1.201 -5.756 -0.195 -0.175 -0.066
C 4.872 -1.880 -6.564 0.124 0.095 0.039
N 3.468 0.595 -4.145 -0.172 0.160 0.161
O 3.883 1.556 -3.526 -0.107 -0.135 -0.278
O 2.325 0.176 -4.088 0.195 0.045 -0.019
H 6.901 -2.007 -7.252 -0.031 0.026 0.020
H 7.659 -0.055 -5.939 -0.050 0.018 0.025
H 6.069 1.164 -4.508 -0.184 -0.026 0.049
H 2.943 -1.528 -5.710 0.016 0.146 0.120
H 4.541 -2.733 -7.142 -0.024 0.038 0.037
```
Forces are in eV/Å.

For the frontier orbital gap, the calculation gives 0.2802 Ha. Its spin multiplicity is 1. The calculation puts the calculated total energy at -3842.66209 hartree.

Mulliken atomic charge list, values in e, 99 entries:
1 C -1.4772
2 C 0.7540
3 C -0.9483
4 C -0.6744
5 O -0.1844
6 P 0.3392
7 O -0.6280
8 O -0.0899
9 O -0.0498
10 P 0.0875
11 C -0.2830
12 C -0.8692
13 H 0.4279
14 H 0.2534
15 H 0.3266
16 H 0.5703
17 H 0.3861
18 H 0.1080
19 H 0.1354
20 H 0.2529
21 H 0.1026
22 H 0.3137
23 H 0.3310
24 H -0.5278
25 H 0.3833
26 H 0.0653
27 H 0.3398
28 H 0.4837
29 C -0.4256
30 C -0.7206
31 C -0.3889
32 C -0.0797
33 C -0.3991
34 C -0.4687
35 N 1.0441
36 O -0.6222
37 O -0.6074
38 H 0.5871
39 H 0.5774
40 H 0.4482
41 H 0.4796
42 H 0.5963
43 C -0.3966
44 C -0.4743
45 C -0.3726
46 C 0.1595
47 C -0.3701
48 C -0.4374
49 N 1.0797
50 O -0.6052
51 O -0.6125
52 H 0.3739
53 H 0.3806
54 H 0.4665
55 H 0.4429
56 H 0.3736
57 C -0.4524
58 C -0.6482
59 C -0.1603
60 C 0.1979
61 C -0.3607
62 C -0.4785
63 N 1.0355
64 O -0.4115
65 O -0.6176
66 H 0.3820
67 H 0.3950
68 H 0.2936
69 H 0.4582
70 H 0.3749
71 C -0.3978
72 C -0.5354
73 C -0.1776
74 C -0.0925
75 C -0.4203
76 C -0.4419
77 N 1.1017
78 O -0.4996
79 O -0.6254
80 H 0.3748
81 H 0.3916
82 H 0.5253
83 H 0.4571
84 H 0.3782
85 C -0.4540
86 C -0.4613
87 C -0.2454
88 C 0.0662
89 C -0.4338
90 C -0.3802
91 N 1.0232
92 O -0.6007
93 O -0.6126
94 H 0.3889
95 H 0.4585
96 H 0.4245
97 H 0.4432
98 H 0.3712
99 C -0.3970